Formula: C9H44B2CrO9
Source: OMol25
Level of theory: ωB97M-V/def2-TZVPD

Computed properties:
Energy relative to the best compared isomer or geometry (same formula, charge and spin) (kcal/mol): 0.0
Total charge: +1
2S+1: 4
LUMO level (alpha / beta) (eV): -4.43 / -3.32
Highest occupied orbital energy (alpha / beta) (eV): -12.6 / -12.6
Frontier orbital gap (alpha / beta) (eV): 8.2 / 9.3
E_tot (eV): -58236.9615

```
65
Properties=species:S:1:pos:R:3:lowdin_charge:R:1
Cr -0.9497 1.3152 0.1724 0.894
B 0.8388 0.0894 0.4911 -0.368
H 1.7339 -0.4995 1.0039 0.045
H -0.1817 -0.3613 0.9016 0.008
H 0.8560 1.2259 0.8502 0.015
H 0.8406 0.0028 -0.7101 0.033
B -2.9982 2.1958 0.1461 -0.322
H -2.8058 1.0708 0.4956 -0.011
H -2.3501 2.3859 -0.8295 0.004
H -4.1795 2.2748 -0.0115 0.049
H -2.6080 2.9110 1.0396 0.019
C 1.1458 3.7205 0.4729 -0.056
O -0.2437 3.3320 0.4663 -0.191
H 1.4736 3.8908 1.5028 0.106
H 1.7528 2.9181 0.0689 0.058
H 1.2883 4.6550 -0.0663 0.107
H -0.7888 4.1181 0.5609 0.120
C -0.0785 -3.5430 1.7313 -0.120
O -1.4422 -3.8156 1.4422 -0.118
H 0.3013 -4.0984 2.5894 0.094
H 0.5800 -3.7433 0.8803 0.071
H 0.0296 -2.4803 1.9451 0.066
H -1.6122 -4.7598 1.4923 0.097
C -3.9652 -1.2419 1.6790 -0.121
O -2.5469 -1.1498 1.6507 -0.153
H -4.3134 -2.1527 2.1696 0.089
H -4.3466 -0.3842 2.2329 0.085
H -4.4064 -1.2159 0.6767 0.080
H -2.2207 -2.0504 1.5228 0.038
C 3.5692 -2.2232 -1.1479 -0.146
O 2.9846 -2.4986 0.1084 -0.129
H 4.5778 -2.6273 -1.1911 0.087
H 2.9868 -2.6649 -1.9641 0.058
H 3.6108 -1.1453 -1.3458 0.070
H 2.3877 -1.7746 0.3284 -0.011
C 4.1904 1.3115 0.8160 -0.138
O 4.1072 1.7111 -0.5524 -0.127
H 5.1068 1.6632 1.2933 0.085
H 3.3405 1.7187 1.3609 0.063
H 4.1280 0.2224 0.8681 0.073
H 4.6183 1.0834 -1.0691 0.069
C -2.6759 -0.3732 -1.8670 -0.068
O -1.5615 -0.3244 -0.9750 -0.243
H -3.4749 0.2775 -1.5283 0.077
H -2.3737 -0.0973 -2.8826 0.095
H -3.0600 -1.3930 -1.9242 0.109
H -1.0334 -1.1313 -1.1289 0.059
C -0.4993 0.6875 3.3170 -0.047
O -1.1401 1.4484 2.2706 -0.205
H 0.4727 0.3505 2.9780 0.075
H -0.4217 1.2904 4.2183 0.104
H -1.0872 -0.2079 3.5226 0.094
H -2.0124 1.6976 2.5926 0.106
C 0.3018 -2.1506 -3.2675 -0.088
O -0.0187 -2.3123 -1.8812 -0.134
H -0.1836 -1.2355 -3.5988 0.079
H 1.3791 -2.1125 -3.4138 0.074
H -0.1244 -2.9672 -3.8539 0.092
H 0.3757 -3.1248 -1.5512 0.099
C 0.8271 2.0036 -2.5892 -0.035
O -0.3895 1.9528 -1.8062 -0.196
H 1.4606 1.1659 -2.3148 0.078
H 0.5860 1.9310 -3.6477 0.103
H 1.3410 2.9402 -2.3857 0.095
H -1.0987 2.2982 -2.3546 0.107
```